(1)
# C14H52F3FeN26O16S

A molecular structure, C14H52F3FeN26O16S in a non-equilibrium geometry (wB97M-V/def2-TZVPD, the Open Molecules 2025 dataset).

DFT total energy: -140232.3057 eV
<S²>: 20.013
orbital gap (alpha / beta): 3.8 / 5.4 eV

```
! RIJCOSX wB97M-V def2-TZVPD def2/J DEFGRID3
* xyz 1 9
Fe -1.347 -0.945 -2.919
C 1.498 0.354 0.273
F 1.347 1.537 -0.342
F 2.417 -0.238 -0.372
F 1.919 0.466 1.567
S -0.220 -0.564 0.275
O 0.044 -1.946 0.853
O -1.026 0.284 1.144
O -0.821 -0.680 -1.070
C -4.888 1.572 0.020
O -5.559 2.451 -0.482
N -5.251 0.349 0.190
N -3.699 1.762 0.420
H -4.744 -0.146 0.909
H -6.243 0.252 0.031
H -3.333 0.988 0.955
H -3.313 2.695 0.467
C 2.381 4.495 1.392
O 2.867 4.556 0.315
N 2.080 3.338 1.950
N 2.258 5.551 2.142
H 1.787 3.224 2.910
H 2.340 2.492 1.464
H 1.381 5.712 2.617
H 2.718 6.384 1.805
C -1.360 1.464 4.297
O -1.206 2.010 5.377
N -2.565 1.116 3.778
N -0.347 1.055 3.576
H -2.462 0.633 2.897
H -3.415 1.119 4.324
H -0.555 0.541 2.732
H 0.625 1.034 3.848
C 3.484 -2.056 3.531
O 3.483 -3.150 3.159
N 3.003 -1.613 4.694
N 3.849 -1.101 2.733
H 3.092 -0.615 4.819
H 2.642 -2.238 5.401
H 4.186 -1.232 1.790
H 3.578 -0.153 2.953
C -0.576 -5.349 0.174
O -0.410 -6.501 -0.178
N 0.175 -4.780 1.003
N -1.323 -4.433 -0.411
H 0.137 -3.773 1.068
H 1.047 -5.251 1.199
H -1.254 -3.472 -0.110
H -1.856 -4.814 -1.180
C 0.780 -3.402 -2.840
O 0.002 -2.454 -2.930
N 0.512 -4.674 -2.976
N 2.079 -3.205 -2.652
H -0.464 -4.918 -3.061
H 1.212 -5.339 -2.682
H 2.727 -3.951 -2.445
H 2.249 -2.227 -2.463
C -1.917 4.681 -0.182
O -2.462 5.114 -1.142
N -2.388 4.885 1.065
N -1.000 3.738 -0.108
H -2.980 5.691 1.207
H -1.829 4.655 1.875
H -1.060 3.061 -0.855
H -0.540 3.491 0.757
C 0.831 1.426 -3.373
O 0.204 0.331 -3.479
N 2.114 1.495 -3.293
N 0.284 2.598 -3.339
H 2.561 0.591 -3.344
H 2.555 2.401 -3.217
H -0.697 2.839 -3.358
H 0.955 3.351 -3.388
C -3.619 0.862 -3.331
O -2.721 0.535 -2.613
N -3.677 1.985 -3.941
N -4.744 0.164 -3.548
H -4.453 2.115 -4.574
H -2.998 2.663 -3.625
H -5.431 0.414 -4.244
H -5.006 -0.600 -2.942
C -3.066 -2.404 2.317
O -3.564 -1.444 1.720
N -3.732 -3.450 2.704
N -1.902 -2.476 2.843
H -4.512 -3.663 2.099
H -3.109 -4.189 2.998
H -1.698 -3.339 3.325
H -1.104 -2.031 2.413
C -3.926 -2.608 -1.951
O -2.738 -2.359 -2.130
N -4.430 -3.571 -2.663
N -4.810 -2.146 -1.109
H -5.342 -3.921 -2.407
H -3.751 -4.082 -3.209
H -4.450 -1.421 -0.505
H -5.540 -2.718 -0.710
C 5.670 2.722 -0.815
O 6.771 2.599 -1.164
N 4.585 2.878 -1.572
N 5.257 2.698 0.443
H 3.654 3.091 -1.241
H 4.760 2.796 -2.563
H 4.312 2.717 0.798
H 5.851 2.278 1.144
C 6.197 -1.181 -0.118
O 6.258 -1.978 0.784
N 5.089 -0.977 -0.731
N 7.202 -0.430 -0.524
H 5.051 -0.206 -1.382
H 4.262 -1.547 -0.629
H 7.098 0.376 -1.122
H 8.016 -0.710 0.004
*
```

(2)
# C14H52O14

12 unconnected molecules or ions with the total composition C14H52O14 in a non-equilibrium geometry (wB97M-V/def2-TZVPD, the Open Molecules 2025 dataset).

SMILES string: OCCO.OCCO.CO.CO.CO.CO.CO.CO.CO.CO.CO.CO
DFT total energy: -44021.2721 eV
ΔE to the lowest compared entry with this formula, charge and spin: 0.000 eV
orbital gap: 10.0 eV

```
! RIJCOSX wB97M-V def2-TZVPD def2/J DEFGRID3
* xyz 0 1
O 1.707 -2.962 -5.215
C 1.628 -2.391 -3.915
C 0.383 -1.525 -3.792
O 0.534 -0.366 -4.616
H 2.640 -3.065 -5.416
H 1.607 -3.190 -3.160
H 2.510 -1.810 -3.638
H 0.368 -1.189 -2.754
H -0.522 -2.083 -4.031
H 0.485 -0.625 -5.541
O -0.055 3.948 -3.600
C 0.932 2.909 -3.727
C 0.801 1.983 -2.557
O 1.323 2.524 -1.336
H -0.350 4.165 -4.485
H 0.783 2.424 -4.692
H 1.942 3.330 -3.745
H 1.334 1.037 -2.652
H -0.246 1.694 -2.411
H 0.870 3.342 -1.103
C 2.337 -2.496 -0.483
O 3.555 -2.156 -1.138
H 2.374 -2.100 0.535
H 1.473 -2.099 -1.026
H 2.245 -3.581 -0.506
H 3.725 -1.211 -1.038
C -0.843 -4.604 1.115
O -0.037 -5.723 0.751
H -1.514 -4.330 0.293
H -1.549 -4.932 1.888
H -0.242 -3.762 1.440
H -0.422 -6.515 1.123
C 3.803 1.118 0.463
O 3.485 0.796 -0.890
H 3.062 0.696 1.148
H 4.743 0.645 0.747
H 3.893 2.198 0.561
H 2.762 1.408 -1.103
C 1.280 3.393 2.002
O 1.917 2.924 3.178
H 0.802 2.562 1.489
H 0.473 4.100 2.226
H 1.937 3.894 1.286
H 2.199 3.708 3.661
C -0.067 -0.088 0.445
O -0.977 -1.123 0.131
H -0.541 0.842 0.772
H 0.616 -0.432 1.231
H 0.539 0.107 -0.439
H -1.358 -1.459 0.956
C 2.408 -0.167 4.665
O 1.293 0.686 4.862
H 2.426 -0.952 5.421
H 2.353 -0.589 3.656
H 3.367 0.350 4.791
H 1.420 1.458 4.287
C -3.354 -2.127 2.384
O -2.004 -1.695 2.707
H -3.933 -1.226 2.185
H -3.297 -2.846 1.572
H -3.792 -2.584 3.272
H -1.893 -1.812 3.652
C -2.786 -0.372 -2.902
O -2.652 -1.685 -2.387
H -1.960 0.314 -2.720
H -2.979 -0.435 -3.974
H -3.714 0.076 -2.521
H -2.235 -1.590 -1.517
C -2.113 1.998 3.800
O -2.594 3.252 3.382
H -1.646 2.156 4.772
H -2.874 1.210 3.874
H -1.335 1.528 3.176
H -3.089 3.096 2.556
C -3.643 1.801 0.294
O -4.266 2.640 1.253
H -3.701 2.185 -0.732
H -2.562 1.806 0.463
H -4.026 0.779 0.335
H -5.166 2.813 0.962
*
```